Molecular formula: C35H27N9O7S3SeW
Method: DFT, the ωB97M-V functional and the def2-TZVPD basis

Each line ends with the Mulliken charge.
Element x y z (Å)
W  0.97083  -0.96128  -0.72910  1.08
C  1.48116  -0.56524  -3.87862  -0.59
C  0.67765  0.71113  -3.88088  -1.19
C  0.66790  1.60180  -2.65718  1.02
C  0.33655  2.91916  -2.95802  -1.29
C  0.13036  3.80322  -1.94721  -0.58
C  0.28451  3.39486  -0.60630  -1.05
C  0.59628  2.03977  -0.38818  -0.68
N  0.75057  1.12044  -1.37566  1.33
N  1.07340  -1.61627  -2.90648  -0.11
C  2.06752  -2.71571  -3.00152  -0.79
C  1.85614  -3.67229  -1.84611  0.57
C  1.91601  -5.03509  -1.99483  -0.91
C  1.68680  -5.83847  -0.89264  -0.44
C  1.47971  -5.24803  0.34370  -1.04
C  1.48292  -3.86381  0.43951  -0.06
N  1.58952  -3.08679  -0.63339  0.65
C  -0.24957  -2.20332  -3.28508  -1.30
C  -1.38100  -1.32595  -2.92116  0.31
C  -2.61535  -1.30870  -3.57007  -1.05
C  -3.66302  -0.61263  -2.95518  -0.53
C  -3.45651  0.02995  -1.72240  -0.94
C  -2.16437  -0.02874  -1.19500  -0.19
N  -1.13947  -0.70880  -1.77090  1.19
H  2.51885  -0.38151  -3.73620  -0.05
H  1.43840  -0.98632  -4.85669  0.47
H  -0.34700  0.52262  -4.12753  0.38
H  1.12874  1.30013  -4.71285  0.75
H  0.34344  3.21505  -3.97496  0.58
H  -0.16559  4.83148  -2.13700  0.42
H  0.08094  4.08937  0.18017  0.53
H  0.64114  1.62949  0.60028  0.82
H  3.12324  -2.26927  -3.02870  0.25
H  1.94555  -3.29552  -3.93661  0.65
H  2.22009  -5.42922  -2.95968  0.51
H  1.60170  -6.93985  -1.01778  0.39
H  1.28701  -5.90558  1.20260  0.43
H  1.47528  -3.32338  1.39827  0.50
H  -0.49535  -3.07043  -2.69820  0.46
H  -0.23139  -2.49047  -4.34087  0.43
H  -2.76696  -2.01160  -4.42286  0.41
H  -4.60996  -0.60237  -3.46635  0.46
H  -4.30274  0.53256  -1.19608  0.46
H  -1.92164  0.50537  -0.27519  0.09
O  3.13195  -0.35080  2.81552  -0.66
C  2.97446  -0.30941  1.62053  -0.28
O  1.79465  -0.43421  1.01725  -0.31
C  4.10315  0.12712  0.66500  0.57
C  5.24140  0.66173  1.19411  -0.64
C  6.27931  1.02997  0.38039  -0.53
C  6.22233  0.90162  -0.98741  -0.42
C  5.03020  0.41363  -1.48672  -0.38
C  3.94600  -0.06076  -0.72057  0.09
O  2.93711  -0.69381  -1.33591  0.45
N  4.82568  0.39167  -2.93591  1.08
O  5.29877  -0.54098  -3.59367  -0.61
O  4.20632  1.31172  -3.41269  -0.57
N  7.51384  1.62013  0.96183  1.02
O  8.41292  1.96525  0.22502  -0.63
O  7.58415  1.75747  2.14288  -0.61
H  5.28767  0.90425  2.25301  0.59
H  6.99415  1.15320  -1.67339  0.64
Se  -0.73452  -1.60396  1.10180  -0.03
C  -1.58935  -2.75640  -0.04211  0.31
N  -2.13465  -3.41211  -0.85610  -0.60
S  -4.17533  -0.36057  6.51978  -0.40
C  -3.56242  0.64689  5.33767  0.19
S  -2.25057  0.23004  4.29844  -0.08
C  -2.50291  1.73129  3.38229  0.07
N  -3.36358  2.47619  3.94156  -0.94
N  -3.98196  1.84883  4.98606  0.69
C  -5.23588  2.39994  5.47589  0.06
C  -6.20193  2.80124  4.56861  -0.10
C  -7.42070  3.31480  5.01068  -0.61
C  -7.68344  3.41861  6.37031  -0.32
C  -6.71265  3.03492  7.30909  -0.69
C  -5.51762  2.44359  6.85595  -0.27
S  -1.55478  2.02973  1.97496  -0.22
H  -6.05153  2.61287  3.51155  0.38
H  -8.17627  3.53278  4.26978  0.34
H  -8.58029  3.85103  6.75807  0.37
H  -6.92640  3.09128  8.35474  0.38
H  -4.76960  2.07148  7.58060  0.33

Forces on the atoms, in the same order (eV/Å):
W 0.59 0.69 -1.51
C -0.43 -0.06 0.56
C 1.28 0.26 0.03
C -0.42 -0.65 0.07
C 0.84 -0.98 0.76
C -0.13 0.83 1.91
C 0.01 -1.26 -1.63
C -0.32 0.80 -0.20
N -0.01 1.88 -0.71
N -0.41 -0.48 0.00
C 1.16 -0.24 -0.06
C 0.03 1.01 0.67
C 0.56 0.19 -0.32
C -0.53 -0.91 0.10
C -0.08 -0.74 0.20
C 0.43 0.02 0.91
N 0.06 -0.33 -1.18
C 0.10 0.19 -0.91
C -0.27 0.01 -0.12
C 0.12 -0.59 0.31
C 0.66 -0.21 0.05
C 0.05 -0.19 -0.53
C -0.09 0.54 0.19
N -0.79 0.76 0.53
H 0.71 0.37 0.48
H -0.31 -0.55 -0.96
H -0.65 -0.12 -0.37
H -0.46 -0.29 0.53
H -0.26 0.23 -0.78
H 0.11 -0.13 -0.10
H 0.07 -0.07 0.57
H 0.09 0.10 0.53
H -1.55 -0.66 0.33
H -0.09 0.45 0.21
H -0.33 -0.12 0.10
H 0.29 0.94 0.21
H 0.21 0.67 -0.26
H -0.42 -0.51 -0.50
H 0.52 -0.82 0.36
H -0.04 0.07 0.01
H 0.07 1.05 0.58
H -0.34 0.03 0.17
H 1.13 -0.36 -0.43
H -0.17 -0.13 0.02
O -0.12 -0.35 -0.73
C 0.51 1.30 -0.30
O 0.12 -0.37 0.25
C -1.96 -1.38 0.22
C 0.37 0.82 0.85
C 1.17 0.37 -0.13
C -1.38 -0.47 -0.27
C -0.30 -0.29 -0.05
C 0.23 -0.09 -0.19
O 0.47 0.66 0.73
N 0.95 -1.06 -0.89
O -0.55 0.76 0.81
O -0.37 0.25 -0.09
N 0.22 0.17 -0.69
O -0.11 -0.21 -1.11
O -0.64 -0.17 1.84
H 0.04 -0.41 -0.09
H 0.66 0.36 -0.12
Se -0.17 -0.10 0.33
C -1.44 -1.65 -1.65
N 1.26 1.18 1.74
S 0.14 -0.21 -0.07
C 0.32 -1.43 0.69
S 0.01 0.01 -0.36
C 1.53 -1.04 -0.33
N -1.35 1.25 -0.42
N -1.46 0.99 0.67
C 0.11 -0.09 0.69
C -0.17 -0.21 -0.13
C 0.18 -0.47 0.16
C 1.06 0.17 0.41
C 0.41 -0.88 -1.66
C 0.43 0.68 0.30
S -0.09 0.14 -0.04
H 0.19 0.29 0.06
H -0.08 0.21 0.05
H -0.61 0.12 -0.11
H 0.01 0.07 0.45
H -0.59 0.35 -0.62

Its expectation value of S² is 2.01. Its spin multiplicity is 3. The largest force on an atom comes out at 2.7 eV Å⁻¹. The calculated total energy is -164149.26143 eV.